[1]
{
  "formula": "C10H18BrF3NO2P",
  "method": "ωB97M-V with the def2-TZVPD basis set",
  "elements": ["Br", "P", "F", "F", "F", "O", "O", "N", "C", "C", "C", "C", "C", "C", "C", "C", "C", "C", "H", "H", "H", "H", "H", "H", "H", "H", "H", "H", "H", "H", "H", "H", "H", "H", "H", "H"],
  "xyz": [[-4.32038, 1.16806, 4.12739], [-1.74760, 2.23393, 2.09250], [4.05478, -2.33407, -5.07851], [5.06314, -2.17286, -3.18670], [3.31824, -3.40389, -3.37034], [3.66353, 0.07365, -3.52382], [1.82593, -1.12633, -3.09681], [-0.34440, 1.47877, 1.28872], [-3.26710, 1.41774, 1.33312], [2.80216, 1.49571, -1.76739], [3.85797, -2.25214, -3.75818], [-0.07177, -0.33308, 3.01852], [2.97687, -1.05891, -3.40460], [-3.68383, -1.00983, 2.22938], [-4.12934, 0.50085, 2.27722], [-0.27020, 0.20704, 1.55578], [2.91412, 1.26742, -3.25720], [-0.41295, -0.82076, 0.37459], [-1.61952, 1.89972, 3.47196], [-1.03850, -0.16095, 3.54567], [-4.02108, -1.42380, 1.25128], [1.93284, 1.22298, -3.73176], [-0.18191, -0.35459, -0.60110], [3.46026, 2.08739, -3.72290], [-2.88884, 0.76150, 0.50954], [-2.58858, -1.13240, 2.30680], [0.70710, 0.22796, 3.56615], [0.29194, -1.66626, 0.54008], [-1.47161, -1.16243, 0.38871], [-3.90104, 2.20087, 0.86187], [-4.22530, -1.55017, 3.03340], [0.14374, -1.42511, 3.02973], [3.79152, 1.50888, -1.30627], [-5.15913, 0.49869, 1.85120], [2.23688, 0.69481, -1.28936], [2.30202, 2.44159, -1.55869]],
  "mulliken_charge": [-0.1435, -0.0444, -0.2566, -0.2514, -0.2444, -0.3233, -0.5015, -0.4387, -0.5609, -0.8895, 0.8880, -1.0769, 0.3731, -1.0878, -0.0562, 0.7153, -0.2301, -1.0533, 0.0132, 0.2822, 0.3468, 0.3150, 0.2440, 0.3241, 0.2205, 0.1015, 0.3407, 0.4001, 0.2715, 0.3892, 0.4148, 0.3274, 0.3155, 0.3938, 0.0964, 0.3856],
  "lumo_ha": 0.0142,
  "charge": 0,
  "fmax_ev_per_a": 2.805,
  "e_tot_ha": -3811.970631,
  "spin_multiplicity": 1
}

[2]
{
  "formula": "C10H18Cu5NO4",
  "method": "ωB97M-V with the def2-TZVPD basis set",
  "elements": ["Cu", "Cu", "Cu", "Cu", "Cu", "O", "O", "O", "O", "N", "C", "C", "C", "C", "C", "C", "C", "C", "C", "C", "H", "H", "H", "H", "H", "H", "H", "H", "H", "H", "H", "H", "H", "H", "H", "H", "H", "H"],
  "xyz": [[5.63755, 0.68057, -2.97514], [3.32301, 3.57201, -5.63043], [0.28140, 1.97206, -2.65712], [2.91779, -0.77645, -1.26954], [1.48362, 0.76397, -5.41673], [2.04662, 2.51301, -3.87871], [4.08720, 2.12650, -3.67105], [2.75723, 1.40808, -2.14563], [0.40659, -0.61547, -0.99214], [-0.28222, -0.69536, 0.35379], [-1.01973, -3.07863, -0.01911], [1.47411, 1.02025, 1.32827], [-0.64926, 1.94987, 0.82626], [2.97013, 2.09466, -3.14905], [-1.48641, -1.63644, 0.40013], [-1.79292, -0.51238, 2.70172], [-2.81822, -1.26935, -0.28733], [-1.80685, -1.85159, 1.91758], [-0.05361, 0.52955, 1.17827], [-0.42357, 0.11397, 2.65084], [-1.73562, 1.95478, 0.73742], [-0.25949, 1.00391, 3.25844], [1.84137, 1.63566, 0.50700], [-2.81110, -2.25927, 2.03337], [-1.98511, -0.82011, 3.72956], [-1.10689, -2.57273, 2.33960], [-3.17428, -0.32179, 0.11694], [-0.17736, 2.80426, 1.31146], [-1.27114, -3.25027, -1.06574], [2.08148, 0.12246, 1.44320], [0.05766, -3.24213, -0.04332], [-2.63278, -0.99603, -1.32608], [-1.48924, -3.81811, 0.62961], [-0.44930, 2.12390, -0.23102], [0.40364, -0.44959, 3.08236], [1.67401, 1.55899, 2.25450], [-2.40257, 0.22700, 2.18235], [-3.61572, -2.00974, -0.22453]],
  "mulliken_charge": [0.7469, 0.7709, 0.4435, 0.7098, 0.5711, -0.5798, -0.6425, -0.6138, -0.6245, 0.5394, -1.6423, -1.6815, -0.8291, 0.7517, 1.2676, -0.6808, -1.5642, -1.2090, 1.1850, -1.2809, 0.3058, 0.4384, 0.1525, 0.4069, 0.3763, 0.5182, 0.3610, 0.3920, 0.3961, 0.4809, 0.3039, 0.3938, 0.4172, -0.2153, 0.5240, 0.4218, 0.2888, 0.4002],
  "lumo_ha": -0.3323,
  "charge": 2,
  "fmax_ev_per_a": 5.823,
  "e_tot_ha": -8949.000832,
  "spin_multiplicity": 1
}

[3]
{
  "formula": "C10H18N2",
  "method": "ωB97M-V with the def2-TZVPD basis set",
  "elements": ["N", "N", "C", "C", "C", "C", "C", "C", "C", "C", "C", "C", "H", "H", "H", "H", "H", "H", "H", "H", "H", "H", "H", "H", "H", "H", "H", "H", "H", "H"],
  "xyz": [[1.29534, -2.94573, -0.13503], [-1.09511, -0.09458, -0.81249], [-0.92390, -0.72973, -2.06198], [-2.90215, 1.22105, -0.02084], [2.01316, 0.67500, 0.41949], [0.06807, -0.97540, -1.04846], [1.27989, 1.91380, -0.07302], [-2.31758, -0.25375, 0.05562], [3.11370, 0.13384, -0.40900], [-1.93172, -0.70258, 1.43750], [0.60190, -2.06772, -0.56883], [1.80078, 0.30597, 1.66215], [2.06968, -0.58803, 2.19470], [-1.40792, 0.05301, 1.94563], [2.84091, -0.19732, -1.38081], [-1.70874, -1.46058, -2.28121], [0.86186, 1.64195, -1.09807], [-2.24302, 2.02086, 0.38782], [-3.81923, 1.23558, 0.61473], [-3.04179, -0.83301, -0.62241], [3.52748, -0.74957, 0.03343], [1.07078, 0.65513, 2.40101], [2.07661, 2.78592, -0.16271], [-1.32261, -1.61878, 1.43418], [-2.80856, -0.83940, 2.04189], [3.96634, 0.77577, -0.77098], [-3.12961, 1.45189, -1.06129], [-0.70370, -0.13596, -2.93694], [0.53158, 2.10370, 0.62751], [2.23755, -2.78133, 0.18841]],
  "mulliken_charge": [-0.6344, 0.1949, -0.5093, -1.2474, 1.0228, -0.1412, -0.9852, 0.3626, -1.2642, -1.2895, 0.2137, -1.0806, 0.2619, 0.2817, 0.3464, 0.3061, 0.1666, 0.2155, 0.3911, 0.2420, 0.3138, 0.2783, 0.3618, 0.3055, 0.4344, 0.3247, 0.3666, 0.2198, 0.2303, 0.3110],
  "lumo_ha": 0.0322,
  "e_above_lowest_ev": 5.416,
  "charge": 0,
  "fmax_ev_per_a": 3.797,
  "e_tot_ha": -501.139427,
  "spin_multiplicity": 1
}

[4]
{
  "formula": "C10H18N2O2",
  "method": "ωB97M-V with the def2-TZVPD basis set",
  "elements": ["O", "O", "N", "N", "C", "C", "C", "C", "C", "C", "C", "C", "C", "C", "H", "H", "H", "H", "H", "H", "H", "H", "H", "H", "H", "H", "H", "H", "H", "H", "H", "H"],
  "xyz": [[-3.86278, 3.16341, 0.82463], [0.86912, -2.25057, -0.31097], [1.54001, -1.68955, 2.28000], [-1.08298, 0.38865, 0.28495], [-0.28721, -1.53542, 1.78929], [-0.79945, -0.48864, 0.97577], [1.79453, -0.20099, -1.19236], [-2.77182, 2.90631, 0.46386], [2.27841, -1.65805, 1.38235], [-1.70170, 2.30642, 1.41333], [0.79713, -1.37222, -1.15389], [3.32440, -1.75184, 0.27234], [-0.42216, -1.27875, -1.98940], [-2.45233, 2.78376, -1.08079], [3.06221, -2.38068, -0.57849], [-1.61159, 2.95242, 2.28663], [-1.23392, -0.74312, -1.49723], [4.21275, -2.12789, 0.77979], [-0.74767, 2.34290, 0.88740], [2.79763, -0.57940, -0.99564], [-1.86754, 1.29276, 1.77813], [-0.10639, -0.71892, -2.86974], [0.39461, -2.04956, 1.11188], [-1.58454, 3.32189, -1.46217], [1.84525, 0.27926, -2.16953], [0.15884, -1.13365, 2.69909], [-2.37646, 1.72353, -1.32219], [1.51387, 0.58038, -0.48610], [3.50079, -0.74825, -0.11472], [-3.31275, 3.12082, -1.65887], [-0.74420, -2.25508, -2.35156], [-1.12408, -2.19992, 2.00420]],
  "mulliken_charge": [-0.5152, -0.7512, -0.4893, -0.4938, -0.7846, 0.5876, -1.2355, 0.6226, 0.5205, -0.6509, 1.0251, -1.0455, -1.1388, -0.8186, 0.3119, 0.4208, 0.1129, 0.4272, 0.1433, 0.0899, 0.0732, 0.3979, 0.1949, 0.2925, 0.5517, 0.3455, 0.0642, 0.2809, 0.3469, 0.3539, 0.3416, 0.4185],
  "lumo_ha": 0.0131,
  "e_above_lowest_ev": 10.322,
  "charge": 0,
  "fmax_ev_per_a": 9.832,
  "e_tot_ha": -651.522751,
  "spin_multiplicity": 1
}

[5]
{
  "formula": "C10H18N2O5V",
  "method": "ωB97M-V with the def2-TZVPD basis set",
  "elements": ["V", "O", "O", "O", "O", "O", "N", "N", "C", "C", "C", "C", "C", "C", "C", "C", "C", "C", "H", "H", "H", "H", "H", "H", "H", "H", "H", "H", "H", "H", "H", "H", "H", "H", "H", "H"],
  "xyz": [[0.71999, 1.20410, 0.72218], [-0.18612, -0.32614, -0.33258], [0.43299, 3.07749, 1.24172], [0.52221, 0.17369, 2.58726], [1.05663, 5.02793, 2.13394], [0.44287, -2.43455, -0.61342], [-1.63225, -3.17811, -1.95569], [1.74953, -0.82029, 4.16780], [2.76768, 0.62268, 0.96558], [-1.29334, -1.63418, -3.74382], [-1.73445, -1.81504, -1.41902], [-1.13761, 4.85941, 1.22176], [-0.41646, -1.45129, -0.73857], [2.89270, 0.54734, 2.49108], [-2.01670, -0.90315, -2.61427], [-1.56805, -3.10572, -3.43784], [1.64532, -0.04783, 3.07418], [0.23876, 4.31536, 1.58204], [-1.67084, 0.11468, -2.44978], [-2.40067, -3.75435, -1.64653], [-3.09142, -0.87464, -2.80154], [-1.27024, 5.85357, 1.63831], [-2.50316, -1.74421, -0.64678], [3.77211, 0.02054, 2.88340], [3.48966, 1.34371, 0.57361], [-0.78499, -3.76176, -3.81552], [3.01874, -0.34838, 0.52004], [2.64527, -1.02263, 4.57068], [-1.91265, 4.18839, 1.59331], [0.91771, -1.20075, 4.58517], [-1.64293, -1.34645, -4.73313], [-0.00965, -3.19846, -1.05880], [2.92736, 1.56606, 2.89665], [-0.22095, -1.43072, -3.69759], [-2.51584, -3.42245, -3.87896], [-1.23119, 4.90617, 0.13515]],
  "mulliken_spin": [2.9719, -0.0223, 0.0263, -0.0135, 0.0104, 0.0096, -0.0002, 0.0047, -0.0764, 0.0009, 0.0084, 0.0006, 0.0565, -0.0010, 0.0006, 0.0001, 0.0056, 0.0082, 0.0022, -0.0002, -0.0008, -0.0001, 0.0042, -0.0029, 0.0044, 0.0000, 0.0019, -0.0001, -0.0004, -0.0005, 0.0000, -0.0004, 0.0022, 0.0000, 0.0000, 0.0002],
  "lumo_ha": [0.0043, 0.0038],
  "charge": 0,
  "fmax_ev_per_a": 1.023,
  "e_tot_ha": -1821.607785,
  "spin_multiplicity": 4
}

[6]
{
  "formula": "C10H18N2S",
  "method": "ωB97M-V with the def2-TZVPD basis set",
  "elements": ["S", "N", "N", "C", "C", "C", "C", "C", "C", "C", "C", "C", "C", "H", "H", "H", "H", "H", "H", "H", "H", "H", "H", "H", "H", "H", "H", "H", "H", "H", "H"],
  "xyz": [[-1.68723, -1.70688, -1.84441], [-3.39984, 0.01497, -0.92846], [-2.22113, -0.36385, -1.12734], [0.11312, 0.38615, 3.12596], [0.40137, -1.18669, 2.86266], [0.76757, 0.60451, -2.31565], [-1.31382, 1.92505, -2.84700], [1.62895, -1.40423, 0.67450], [1.75356, -1.45301, 2.19576], [1.66999, -0.29476, -1.51285], [-1.10772, 0.65279, -0.65075], [-0.42081, 1.07510, -1.88941], [1.69395, -0.31153, -0.04622], [2.58967, 0.20914, -1.63407], [1.85182, 0.63508, 0.55520], [1.05764, 1.17788, -3.22391], [-0.52453, 0.29659, 0.20416], [1.76160, -1.38755, -1.83667], [-2.20191, 1.54729, -3.29166], [-0.39117, -1.55378, 2.26524], [0.55404, 0.84345, 3.99323], [-0.98803, 0.35003, 3.42142], [-1.66376, 2.68357, -2.15467], [-1.63587, 1.53872, -0.41022], [2.11372, -2.55572, 2.30890], [1.45651, -2.31496, 0.10312], [2.36317, -0.68168, 2.60135], [-0.70835, 2.63025, -3.57636], [0.33453, -1.71087, 3.74451], [-4.05648, -0.74770, -0.98893], [0.20944, 1.10262, 2.22260]],
  "mulliken_charge": [-0.2249, -0.8483, 0.7240, -0.9899, -0.7193, -0.7323, -1.4625, 0.0533, -0.7895, -0.6759, -0.3532, 0.9061, -0.4839, 0.3580, 0.2935, 0.2437, -0.1838, 0.3149, 0.3350, 0.4104, 0.4219, 0.3013, 0.3870, 0.4933, 0.2869, 0.2968, 0.3913, 0.3148, 0.5055, 0.2516, 0.1740],
  "lumo_ha": -0.0057,
  "e_above_lowest_ev": 5.769,
  "charge": 0,
  "fmax_ev_per_a": 4.064,
  "e_tot_ha": -899.344474,
  "spin_multiplicity": 1
}

[7]
{
  "formula": "C10H18N3O",
  "method": "ωB97M-V with the def2-TZVPD basis set",
  "elements": ["O", "N", "N", "N", "C", "C", "C", "C", "C", "C", "C", "C", "C", "C", "H", "H", "H", "H", "H", "H", "H", "H", "H", "H", "H", "H", "H", "H", "H", "H", "H", "H"],
  "xyz": [[3.73867, -0.85068, 0.01506], [0.28869, 0.87867, 0.68813], [1.51413, -1.10142, 0.12898], [-0.83747, 1.47110, -0.02127], [2.33034, 0.71055, -1.30605], [0.34049, -0.38646, 0.05504], [1.60098, -2.33717, 0.75705], [-1.70545, 0.37586, -0.44600], [-2.86285, 0.32824, 0.51807], [1.32244, 1.82225, 0.84990], [-0.78617, -0.82699, -0.46285], [2.02682, 1.97019, -0.50571], [-0.97734, -2.13757, -1.15148], [2.67565, -0.46395, -0.34247], [2.22847, -3.13979, 0.32528], [1.38791, 0.39018, -1.84294], [-1.21339, 2.03280, 0.72059], [2.95523, 2.69393, -0.46366], [1.45805, 2.60781, -1.14886], [-3.54016, 1.18372, 0.36201], [1.89898, 1.41651, 1.74274], [-1.06509, -2.05010, -2.21846], [-3.56250, -0.67789, 0.32260], [3.05680, 0.84009, -2.02451], [0.88272, 2.79346, 1.18738], [-2.55433, 0.21623, 1.55072], [-1.90988, -2.60356, -0.86182], [-0.17332, -2.77462, -0.91374], [-2.16455, 0.49252, -1.43878], [2.15003, -2.19431, 1.67999], [0.52306, -2.61507, 1.02270], [-0.45735, 1.94262, -0.90106]],
  "mulliken_charge": [-0.5599, 0.0654, 0.1878, 0.0718, -0.3171, 0.0081, -1.0776, 0.2966, -1.5279, -0.4660, -0.0492, -0.8905, -1.6727, 0.1726, 0.3058, 0.2005, 0.4019, 0.3578, 0.3882, 0.4220, 0.3316, 0.3696, 0.3382, 0.6118, 0.3707, 0.4440, 0.3833, 0.3944, 0.2885, 0.3300, 0.4399, 0.3803],
  "lumo_ha": -0.1201,
  "e_above_lowest_ev": 4.472,
  "charge": 1,
  "fmax_ev_per_a": 3.943,
  "e_tot_ha": -631.007984,
  "spin_multiplicity": 1
}

[8]
{
  "formula": "C10H18N3O2PtSSi",
  "method": "ωB97M-V with the def2-TZVPD basis set",
  "elements": ["Pt", "S", "Si", "O", "O", "N", "N", "N", "C", "C", "C", "C", "C", "C", "C", "C", "C", "C", "H", "H", "H", "H", "H", "H", "H", "H", "H", "H", "H", "H", "H", "H", "H", "H", "H", "H"],
  "xyz": [[-1.40392, -1.02486, -0.00228], [-0.77262, 1.33674, 0.00062], [2.14028, 3.18834, -0.00018], [-3.56222, -1.54836, -0.00818], [-5.23442, -2.95366, -0.00188], [-1.70002, -3.53036, -0.00238], [-3.08172, -3.76626, -0.00478], [0.69708, -0.73996, 0.00012], [2.03228, 1.27104, 0.00012], [1.22888, 3.75314, 1.57682], [3.15918, 0.45764, -0.00038], [3.04988, -0.92486, 0.00002], [1.78698, -1.49306, 0.00042], [0.80588, 0.60804, 0.00032], [-3.94392, -2.71026, -0.00518], [-5.76272, -4.27606, 0.00852], [3.98618, 3.64524, -0.00028], [1.22908, 3.75304, -1.57738], [3.91948, -1.55936, -0.00008], [1.64888, -2.56536, 0.00102], [4.50618, 3.26884, -0.87778], [-6.84222, -4.14056, 0.01532], [0.18648, 3.44904, -1.54998], [-1.25852, -3.91036, 0.83322], [1.67278, 3.33324, 2.47502], [1.25208, 4.83294, -1.67738], [0.18638, 3.44904, 1.54942], [-1.25552, -3.90536, -0.83868], [1.25198, 4.83304, 1.67662], [4.50618, 3.26884, 0.87722], [-3.41032, -4.72326, -0.00928], [4.10808, 4.72374, -0.00028], [4.13718, 0.91114, -0.00138], [-5.47442, -4.82666, -0.89118], [1.67298, 3.33314, -2.47558], [-5.46182, -4.81746, 0.90972]],
  "mulliken_charge": [0.5530, -0.2934, 0.1247, -0.6168, -0.3141, -0.7316, 0.0205, -0.3783, 0.1231, -0.9798, -0.0788, -0.9363, 0.0923, 0.3560, 0.8851, -0.8020, -1.0931, -0.9790, 0.3908, 0.3958, 0.3339, 0.2351, 0.3201, 0.2945, 0.3425, 0.3568, 0.3206, 0.2955, 0.3567, 0.3340, 0.2458, 0.3209, 0.4090, 0.3763, 0.3424, 0.3777],
  "lumo_ha": -0.1507,
  "charge": 1,
  "fmax_ev_per_a": 2.429,
  "e_tot_ha": -1513.395922,
  "spin_multiplicity": 1
}